{"formula": "C17H16N2O6S", "method": "the ωB97M-V functional and the def2-TZVPD basis", "e_tot_ha": -1616.6040, "spin_multiplicity": 1, "fmax_ev_per_a": 1.1, "e_above_lowest_kcal_mol": 0.0, "orbital_gap_ev": 9.306, "e_lumo_ha": 0.0131, "charge": 0, "elements": ["C", "C", "O", "C", "O", "C", "C", "C", "C", "N", "S", "O", "O", "C", "C", "C", "C", "C", "C", "O", "C", "O", "N", "C", "C", "C", "H", "H", "H", "H", "H", "H", "H", "H", "H", "H", "H", "H", "H", "H", "H", "H"], "coordinates": [[-0.4058, 3.8273, -4.3822], [1.0822, 3.5106, -4.3316], [1.3778, 2.5503, -3.3181], [1.5202, 3.0114, -2.0690], [1.4333, 4.1792, -1.7707], [1.8021, 1.9295, -1.0973], [1.8512, 0.5875, -1.4703], [2.1000, -0.3886, -0.5288], [2.2966, -0.0401, 0.8074], [2.5187, -1.0335, 1.7509], [1.6482, -2.4770, 1.7308], [2.0167, -3.2491, 0.5893], [1.8294, -3.0222, 3.0398], [-0.0265, -1.8749, 1.5370], [-0.6404, -1.3107, 2.6419], [-1.9009, -0.7412, 2.5433], [-2.4994, -0.7553, 1.2948], [-1.8618, -1.3367, 0.1844], [-0.6142, -1.9098, 0.2819], [-2.6689, -1.2164, -0.9043], [-3.8073, -0.5719, -0.5164], [-4.7254, -0.3046, -1.2326], [-3.7048, -0.2901, 0.8338], [-4.7297, 0.3832, 1.5832], [2.2666, 1.3041, 1.1797], [2.0246, 2.2767, 0.2338], [-0.6058, 4.5056, -5.2067], [-0.9808, 2.9152, -4.5234], [-0.7155, 4.3006, -3.4537], [1.4192, 3.0512, -5.2632], [1.6560, 4.4223, -4.1348], [1.6968, 0.3189, -2.5031], [2.1639, -1.4276, -0.8068], [2.6874, -0.7139, 2.6924], [-0.1218, -1.3438, 3.5866], [-2.3911, -0.3065, 3.3986], [-0.1171, -2.3768, -0.5498], [-5.0904, -0.2544, 2.3916], [-4.3464, 1.3160, 1.9994], [-5.5464, 0.5987, 0.8957], [2.4370, 1.5755, 2.2116], [1.9953, 3.3207, 0.5066]], "forces_ev_per_a": [[0.3, -0.2, 0.2], [-0.2, 0.5, -0.3], [0.0, -0.3, 0.1], [0.0, 0.3, 0.1], [0.0, -0.1, -0.1], [0.0, -0.2, 0.2], [0.0, 0.3, 0.1], [0.1, 0.0, 0.1], [-0.1, 0.4, -0.7], [0.0, -0.9, 0.4], [-0.1, 0.5, 0.4], [-0.1, 0.2, -0.3], [-0.1, 0.2, 0.2], [0.6, -0.3, 0.1], [0.1, -0.1, 0.1], [-0.1, 0.0, -0.2], [0.6, -0.3, -0.2], [0.3, 0.1, 1.0], [-0.5, 0.1, -0.4], [0.2, -0.2, -0.4], [-0.7, 0.4, 0.3], [0.1, -0.1, -0.2], [0.2, -0.2, -0.3], [-0.2, 0.1, 0.1], [0.0, -0.2, 0.1], [0.0, 0.0, -0.3], [-0.1, 0.1, -0.1], [-0.1, -0.1, -0.1], [-0.1, 0.1, 0.0], [0.0, 0.1, 0.1], [0.0, -0.2, -0.1], [0.0, 0.0, -0.1], [0.0, 0.0, -0.1], [0.0, -0.1, 0.1], [0.0, 0.0, 0.2], [0.0, 0.0, 0.1], [0.0, 0.0, -0.2], [0.0, 0.0, 0.0], [0.0, 0.0, 0.0], [0.0, 0.0, 0.1], [0.0, 0.0, 0.1], [0.0, 0.1, 0.0]]}